Entry 1:
{
  "formula": "C5H7NO",
  "method": "ωB97M-V/def2-TZVPD",
  "elements": ["O", "C", "C", "C", "N", "C", "C", "H", "H", "H", "H", "H", "H", "H"],
  "coordinates": [[-0.352, 1.883, 0.137], [-0.885, 0.802, 0.027], [1.965, -0.989, -0.409], [2.158, 0.241, 0.021], [2.332, 1.401, 0.383], [-2.040, 0.098, -0.508], [-1.163, -0.498, 0.666], [1.404, 1.835, 0.448], [1.805, -1.792, 0.308], [1.972, -1.193, -1.477], [-2.992, 0.544, -0.228], [-2.000, -0.470, -1.441], [-0.624, -1.413, 0.397], [-1.581, -0.447, 1.676]],
  "smiles": "O=C1CC1.C=C=N",
  "charge": 0,
  "multiplicity": 1,
  "gap_ev": 9.41
}


Entry 2:
{
  "formula": "C5H7NO",
  "method": "ωB97M-V/def2-TZVPD",
  "elements": ["N", "C", "O", "C", "C", "C", "C", "H", "H", "H", "H", "H", "H", "H"],
  "coordinates": [[2.185, -1.460, 0.158], [1.553, -1.921, 1.030], [2.055, 0.622, -1.645], [1.175, 1.400, -1.349], [-1.745, 0.546, 0.053], [-1.692, -0.376, -1.132], [-1.183, -0.599, 0.262], [2.541, -0.874, -0.588], [0.797, 2.125, -2.091], [0.704, 1.423, -0.351], [-2.129, 1.471, 0.453], [-1.000, -0.196, -1.964], [-2.602, -0.893, -1.446], [-0.730, -1.310, 0.936]],
  "charge": 0,
  "multiplicity": 1,
  "gap_ev": 9.91
}


Entry 3:
{
  "formula": "C5H7NO",
  "method": "ωB97M-V/def2-TZVPD",
  "elements": ["O", "C", "C", "C", "C", "C", "N", "H", "H", "H", "H", "H", "H", "H"],
  "coordinates": [[0.424, -2.372, -0.590], [-0.120, -1.335, -0.271], [-0.744, -0.370, -1.243], [0.144, 0.848, -1.083], [0.522, 1.269, 0.124], [0.141, 0.505, 1.367], [-0.188, -0.889, 1.041], [-1.799, -0.211, -0.968], [-0.722, -0.773, -2.257], [0.582, 1.270, -1.980], [1.176, 2.131, 0.243], [-0.670, 1.001, 1.918], [1.000, 0.490, 2.049], [0.253, -1.564, 1.648]],
  "smiles": "O=C1CC=CCN1",
  "charge": 0,
  "multiplicity": 1,
  "gap_ev": 10.16
}


Entry 4:
{
  "formula": "C5H7NO",
  "method": "ωB97M-V/def2-TZVPD",
  "elements": ["C", "C", "C", "O", "C", "C", "N", "H", "H", "H", "H", "H", "H", "H"],
  "coordinates": [[-1.695, 0.388, 0.579], [-0.455, -0.379, 0.266], [-0.302, -1.694, -0.052], [0.888, -1.944, -0.632], [1.544, -0.741, -0.674], [0.805, 0.215, -0.054], [1.270, 1.493, 0.243], [-2.584, -0.236, 0.462], [-1.795, 1.207, -0.149], [-1.687, 0.832, 1.576], [-0.944, -2.549, 0.091], [2.063, -0.493, -1.574], [0.671, 2.264, -0.009], [2.221, 1.635, -0.073]],
  "smiles": "Cc1cocc1N",
  "charge": 0,
  "multiplicity": 1,
  "gap_ev": 8.90
}


Entry 5:
{
  "formula": "C5H7NO",
  "method": "ωB97M-V/def2-TZVPD",
  "elements": ["C", "C", "C", "C", "C", "N", "O", "H", "H", "H", "H", "H", "H", "H"],
  "coordinates": [[-2.368, 0.454, -0.317], [-1.761, -0.729, -0.255], [1.309, 0.231, -0.826], [0.989, 1.160, 0.410], [1.040, -0.324, 0.553], [0.878, -1.233, 1.391], [-2.794, 1.520, -0.427], [-1.716, -1.300, 0.621], [-1.260, -1.127, -1.072], [0.548, 0.080, -1.620], [2.392, 0.241, -1.112], [1.899, 1.665, 0.816], [0.091, 1.614, 0.639], [0.754, -2.252, 1.198]],
  "smiles": "N=C1CC1.C=C=O",
  "charge": 0,
  "multiplicity": 1,
  "gap_ev": 9.62
}


Entry 6:
{
  "formula": "C5H7NO",
  "method": "ωB97M-V/def2-TZVPD",
  "elements": ["C", "C", "N", "C", "C", "C", "O", "H", "H", "H", "H", "H", "H", "H"],
  "coordinates": [[0.701, 0.660, -0.458], [-2.060, -0.038, 0.650], [-1.327, -0.791, -0.340], [0.014, -0.691, -0.607], [2.111, 0.547, -0.054], [3.267, 0.475, 0.269], [0.586, -1.692, -1.041], [-1.655, -1.735, -0.513], [0.635, 1.156, -1.433], [0.187, 1.296, 0.264], [-3.128, -0.192, 0.479], [-1.788, -0.428, 1.635], [-1.834, 1.027, 0.602], [4.293, 0.405, 0.546]],
  "smiles": "C#CCC(=O)NC",
  "charge": 0,
  "multiplicity": 1,
  "gap_ev": 10.37
}


Entry 7:
{
  "formula": "C5H7NO",
  "method": "ωB97M-V/def2-TZVPD",
  "elements": ["O", "C", "C", "C", "C", "C", "N", "H", "H", "H", "H", "H", "H", "H"],
  "coordinates": [[1.106, 0.116, -1.089], [0.853, 0.696, 0.153], [1.763, 0.561, 1.103], [0.240, -0.938, -1.264], [-0.927, -1.028, -0.628], [-1.404, 0.076, 0.284], [-0.457, 1.208, 0.312], [1.580, 0.930, 2.102], [2.679, 0.025, 0.878], [0.664, -1.697, -1.912], [-1.521, -1.929, -0.735], [-1.534, -0.299, 1.307], [-2.381, 0.457, -0.036], [-0.661, 1.821, -0.474]],
  "smiles": "C=C1NCC=CO1",
  "charge": 0,
  "multiplicity": 1,
  "gap_ev": 9.95
}


Entry 8:
{
  "formula": "C5H7NO",
  "method": "ωB97M-V/def2-TZVPD",
  "elements": ["O", "C", "C", "C", "C", "C", "N", "H", "H", "H", "H", "H", "H", "H"],
  "coordinates": [[2.604, 0.460, 1.030], [2.470, -0.530, 0.020], [1.144, -0.775, -0.584], [0.070, -0.141, -0.128], [-1.292, -0.030, -0.110], [-2.533, 0.713, -0.294], [-2.419, -0.649, 0.257], [2.378, 1.288, 0.591], [3.175, -0.323, -0.794], [2.831, -1.452, 0.479], [0.074, 0.592, 0.738], [-2.905, 0.853, -1.305], [-2.907, 1.431, 0.411], [-2.688, -1.436, -0.313]],
  "charge": 0,
  "multiplicity": 1,
  "gap_ev": [7.01, 7.01]
}


Respective energy relative to the best compared isomer or geometry (same formula, charge and spin) values: 344.2 492.2 46.4 138.1 368.7 187.9 180.6 668.3 kJ/mol.